1.
{
  "formula": "C16H22ClN5O3S",
  "method": "the ωB97M-V functional and the def2-TZVPD basis",
  "total_energy_ha": -1980.82299,
  "relative_energy_kcal_mol": 0.0,
  "gap_ev": 8.56,
  "fmax_ev_per_a": 1.4,
  "elements": ["C", "C", "Cl", "C", "C", "N", "C", "S", "C", "C", "N", "C", "C", "O", "C", "C", "N", "C", "C", "C", "O", "N", "C", "O", "N", "C", "H", "H", "H", "H", "H", "H", "H", "H", "H", "H", "H", "H", "H", "H", "H", "H", "H", "H", "H", "H", "H", "H"],
  "positions_angstrom": [[4.23729, 1.68079, -4.00143], [3.38765, 0.50122, -3.67477], [2.20924, 0.13982, -4.89461], [3.49071, -0.23988, -2.58084], [2.64449, -1.42817, -2.23619], [1.98445, -1.23142, -0.96756], [0.94279, -0.41460, -0.70042], [0.16960, 0.52282, -1.93131], [-1.16536, 1.25783, -0.94128], [-2.26473, 0.23150, -0.63927], [-3.33642, 0.70126, 0.20128], [-4.15349, 1.76233, -0.35605], [-5.40282, 1.90553, 0.51719], [-5.06280, 2.19485, 1.85262], [-4.23572, 1.18680, 2.38577], [-2.95562, 1.03208, 1.56183], [0.59209, -0.41344, 0.57915], [1.45648, -1.26483, 1.17040], [2.34449, -1.79084, 0.24158], [3.36071, -2.72760, 0.60367], [4.18404, -3.26759, -0.10646], [3.30294, -2.97834, 1.97604], [2.44285, -2.48397, 2.93967], [2.53359, -2.81632, 4.09862], [1.48964, -1.59362, 2.49077], [0.52962, -1.02815, 3.41186], [4.95455, 1.86445, -3.20672], [4.77308, 1.51008, -4.93383], [3.61344, 2.56352, -4.13306], [4.24134, 0.01934, -1.84810], [1.88719, -1.59419, -3.00700], [3.27467, -2.31641, -2.13031], [-0.70584, 1.62567, -0.02626], [-1.54215, 2.08677, -1.53913], [-1.80646, -0.62342, -0.13534], [-2.70206, -0.11193, -1.58163], [-4.44437, 1.49425, -1.37343], [-3.62448, 2.73051, -0.37561], [-6.02494, 2.73346, 0.17331], [-5.97853, 0.96902, 0.47330], [-4.00699, 1.48821, 3.40930], [-4.77519, 0.22806, 2.39532], [-2.34299, 0.22531, 1.96621], [-2.38765, 1.97587, 1.61827], [3.99034, -3.63414, 2.33105], [0.84403, -1.28810, 4.42062], [0.50025, 0.05303, 3.28487], [-0.46295, -1.43741, 3.21793]]
}

---

2.
{
  "formula": "C2H4N2O",
  "method": "the ωB97M-V functional and the def2-TZVPD basis",
  "total_energy_ha": -263.36275,
  "relative_energy_kcal_mol": 0.3,
  "gap_ev": 11.00,
  "fmax_ev_per_a": 0.6,
  "elements": ["H", "N", "C", "N", "C", "O", "H", "H", "H"],
  "positions_angstrom": [[-1.40195, 2.01495, 1.29728], [-0.83209, 1.17846, 1.37922], [-0.50289, 0.70797, 0.24827], [0.29075, -0.42495, 0.21559], [0.76335, -1.09688, -0.88371], [1.48143, -2.06799, -0.81054], [-0.77200, 1.10115, -0.73823], [0.55522, -0.75572, 1.13586], [0.41819, -0.65699, -1.84374]]
}

---

3.
{
  "formula": "C12H19AuFN5SSi",
  "method": "the ωB97M-V functional and the def2-TZVPD basis",
  "total_energy_ha": -1665.08397,
  "relative_energy_kcal_mol": 14.4,
  "gap_ev": [4.10, 4.10],
  "fmax_ev_per_a": 2.9,
  "charge": 2,
  "elements": ["Au", "C", "C", "N", "N", "C", "S", "N", "N", "H", "H", "H", "H", "H", "H", "C", "Si", "C", "C", "N", "C", "C", "C", "C", "C", "C", "F", "H", "H", "H", "H", "H", "H", "H", "H", "H", "H", "H", "H", "H"],
  "positions_angstrom": [[0.88532, -0.17436, 0.00001], [3.86392, 4.73904, -0.00009], [4.16982, 3.30264, -0.00009], [5.34822, 2.76734, -0.00009], [5.18272, 1.44594, -0.00009], [3.88552, 1.10514, 0.00001], [3.28792, -0.47066, 0.00001], [3.21122, 2.29184, 0.00001], [1.83082, 2.39334, 0.00001], [4.80092, 5.29274, -0.00009], [3.29112, 5.02314, 0.88142], [3.29112, 5.02314, -0.88158], [5.97922, 0.81954, -0.00009], [1.50912, 2.89514, -0.82688], [1.50912, 2.89514, 0.82692], [-3.32858, -0.11326, -1.64128], [-2.37418, 0.05434, 0.00001], [-1.58378, 1.79714, 0.00001], [-3.32858, -0.11336, 1.64132], [-1.06568, -1.15126, 0.00001], [-1.20008, -2.46876, 0.00001], [-2.47948, -3.11386, 0.00001], [-2.61848, -4.47466, 0.00001], [-1.49438, -5.30586, 0.00001], [-0.22448, -4.74166, 0.00001], [-0.08508, -3.37426, 0.00001], [1.15322, -2.85466, 0.00001], [-4.10258, 0.64874, -1.67968], [-3.80328, -1.08386, -1.74458], [-2.66798, 0.03794, -2.49128], [-2.38508, 2.52844, 0.00011], [-0.98308, 1.96124, -0.88478], [-0.98308, 1.96114, 0.88492], [-4.10258, 0.64874, 1.67972], [-2.66798, 0.03794, 2.49131], [-3.80328, -1.08396, 1.74462], [-3.35348, -2.48626, 0.00001], [-3.60548, -4.91486, 0.00001], [-1.61348, -6.37566, 0.00001], [0.65472, -5.36846, 0.00001]]
}

---

4.
{
  "formula": "C39H52N8O14",
  "method": "the ωB97M-V functional and the def2-TZVPD basis",
  "total_energy_ha": -3007.28404,
  "relative_energy_kcal_mol": 51.9,
  "gap_ev": 5.15,
  "fmax_ev_per_a": 15.9,
  "elements": ["C", "C", "C", "C", "C", "C", "N", "O", "C", "C", "C", "H", "H", "H", "H", "H", "H", "H", "H", "H", "H", "H", "H", "H", "H", "H", "H", "H", "H", "N", "O", "O", "O", "C", "C", "C", "C", "C", "C", "N", "O", "O", "H", "H", "H", "H", "H", "C", "C", "C", "C", "C", "C", "N", "O", "O", "H", "H", "H", "H", "H", "C", "C", "C", "C", "C", "C", "N", "O", "O", "H", "H", "H", "H", "H", "C", "C", "C", "C", "C", "C", "N", "O", "O", "H", "H", "H", "H", "H", "C", "O", "N", "C", "C", "H", "H", "H", "H", "H", "H", "H", "C", "O", "N", "C", "C", "H", "H", "H", "H", "H", "H", "H"],
  "positions_angstrom": [[42.05000, 38.79500, 50.66100], [43.36300, 39.00900, 51.53400], [44.35100, 37.77300, 51.37700], [45.83400, 38.02800, 51.76700], [46.28500, 39.08500, 50.83000], [45.58500, 40.37600, 51.12300], [44.09600, 40.22500, 51.06100], [43.39600, 41.20000, 50.73300], [45.90900, 41.26400, 49.93800], [45.89800, 41.07900, 52.41800], [42.99200, 38.97000, 53.01000], [41.62000, 37.86900, 50.93100], [42.38000, 38.66900, 49.60900], [41.46400, 39.59500, 51.03300], [44.30600, 37.38200, 50.41700], [43.92800, 36.93800, 51.98500], [46.44800, 37.05200, 51.76300], [45.86400, 38.01300, 53.04600], [46.05700, 38.76000, 49.92300], [47.38300, 39.14300, 50.77000], [45.38400, 40.77400, 49.05100], [46.92100, 41.30000, 49.58200], [45.72900, 42.18800, 49.90800], [45.55300, 40.77500, 53.26600], [45.88500, 42.20100, 52.40800], [46.92000, 41.26300, 52.43000], [43.86800, 39.49100, 53.68600], [42.91200, 37.97500, 53.45500], [42.37700, 39.62700, 53.17900], [43.88400, 38.54900, 47.07500], [43.76400, 37.32300, 46.65100], [42.92600, 39.40300, 46.95000], [44.96900, 38.85700, 47.72500], [47.47600, 39.90700, 43.09200], [46.70300, 40.10500, 44.31800], [47.45800, 40.41000, 45.57000], [49.03300, 40.40400, 45.50200], [49.74000, 40.25200, 44.21800], [48.88600, 40.09600, 42.86300], [49.84900, 40.56900, 46.71600], [49.24400, 40.64900, 47.85500], [51.09100, 40.27800, 46.51700], [46.82600, 39.46700, 42.17800], [45.88500, 39.85900, 44.58400], [47.02500, 40.48700, 46.49800], [50.73200, 40.59900, 43.98900], [49.23600, 39.97000, 41.96500], [47.67500, 37.23000, 46.37300], [47.51100, 37.10600, 44.87000], [48.78000, 37.13100, 44.12800], [50.08000, 36.91600, 44.82400], [50.16000, 37.00800, 46.37400], [48.80000, 37.30500, 47.05600], [51.25900, 36.53900, 43.99000], [52.23700, 35.95000, 44.62400], [51.28000, 36.90700, 42.86200], [46.77600, 37.11600, 46.85800], [46.75800, 36.91100, 44.22100], [48.57300, 36.90300, 43.15800], [51.09900, 37.17400, 46.75200], [48.95500, 37.70300, 47.99600], [39.22000, 36.45300, 48.59600], [40.69000, 36.62600, 47.92000], [41.20200, 35.45400, 47.06800], [40.33600, 34.12800, 47.11500], [38.97300, 34.05400, 47.79200], [38.56300, 35.26600, 48.57200], [40.79300, 32.88900, 46.50900], [39.97600, 31.89000, 46.44500], [41.92500, 32.83800, 46.11600], [38.94600, 37.26900, 49.18800], [41.33300, 37.44200, 47.95800], [42.11500, 35.67900, 46.54800], [38.17700, 33.26500, 47.75800], [37.50100, 35.20500, 49.14400], [41.30400, 40.42000, 44.39800], [42.33300, 40.31100, 43.30300], [42.44800, 41.53000, 42.35000], [41.34600, 42.52000, 42.19700], [40.16500, 42.57100, 43.19500], [40.38800, 41.52700, 44.36000], [41.31100, 43.53400, 41.10000], [40.61000, 44.45100, 41.14500], [42.30300, 43.43900, 40.29300], [41.15300, 39.80500, 45.24900], [42.99100, 39.43600, 43.33700], [43.31500, 41.84800, 41.69900], [39.52700, 43.44600, 43.39900], [39.62100, 41.60700, 45.06200], [43.16700, 42.63700, 47.43200], [42.24500, 42.67900, 48.29100], [42.98000, 43.26700, 46.24600], [43.88300, 43.39600, 45.18200], [41.68400, 44.15500, 46.06000], [44.10300, 41.87900, 47.52200], [44.78700, 42.95300, 45.21100], [44.15000, 44.42800, 45.09000], [43.48300, 42.89500, 44.12600], [41.63900, 44.52700, 45.09600], [42.02400, 44.91900, 46.56300], [40.91700, 43.50200, 46.44600], [37.83800, 39.86100, 49.43300], [36.73600, 39.15800, 49.42200], [38.47200, 39.99700, 48.31700], [39.71100, 40.73000, 48.37600], [38.09400, 39.30800, 47.06300], [38.05100, 40.36400, 50.38500], [40.04200, 40.75200, 49.27700], [39.23800, 41.70700, 47.96300], [40.41900, 40.41300, 47.71600], [38.50900, 39.92300, 46.21100], [37.01500, 39.21700, 46.88800], [38.27800, 38.26800, 47.04600]]
}

---

5.
{
  "formula": "C6H14NO",
  "method": "the ωB97M-V functional and the def2-TZVPD basis",
  "total_energy_ha": -366.55812,
  "relative_energy_kcal_mol": 131.2,
  "gap_ev": 7.79,
  "fmax_ev_per_a": 7.0,
  "charge": 1,
  "elements": ["C", "C", "C", "C", "C", "C", "N", "O", "H", "H", "H", "H", "H", "H", "H", "H", "H", "H", "H", "H", "H", "H"],
  "positions_angstrom": [[-1.63003, 0.99266, 0.36549], [-0.55049, 1.42338, -0.46369], [-2.72635, -0.11219, 0.05375], [1.71345, -1.56797, -0.97020], [1.15455, -0.89838, 1.40492], [1.76138, -0.54886, -0.00239], [2.11289, 0.67783, -0.24463], [-1.91400, 2.29065, -0.41930], [-1.39150, 1.20729, 1.35649], [-0.56105, 0.90445, -1.44096], [-3.62380, 0.18426, -0.30099], [-2.71652, -0.64838, 1.00159], [-2.17462, -0.86712, -0.67766], [0.83742, -1.42978, -1.74897], [1.81299, -2.63996, -0.50341], [2.53614, -1.50388, -1.64449], [0.90388, 0.01942, 1.89504], [0.27640, -1.43410, 1.18253], [1.91343, -1.58118, 1.95110], [1.70039, 1.49191, 0.44288], [-1.78226, 3.15140, -0.01229], [2.34770, 0.88856, -1.22481]]
}

---

6.
{
  "formula": "C5H14NO",
  "method": "the ωB97M-V functional and the def2-TZVPD basis",
  "total_energy_ha": -328.56468,
  "relative_energy_kcal_mol": 76.3,
  "gap_ev": 10.09,
  "fmax_ev_per_a": 8.1,
  "charge": 1,
  "elements": ["C", "C", "C", "C", "C", "N", "H", "H", "H", "H", "H", "H", "H", "H", "H", "H", "H", "H", "H", "H", "O"],
  "positions_angstrom": [[-1.83149, -0.48005, 1.85544], [-0.51636, 0.46449, 1.76181], [0.69446, -0.18589, 0.88259], [0.38788, -0.99620, -0.39501], [0.80902, -0.69807, -1.76245], [0.01431, -1.31618, -2.77365], [-1.70774, -1.43050, 2.42297], [-2.15081, -0.72168, 0.79398], [-2.63645, -0.06680, 2.44601], [-0.08287, 0.54059, 2.81844], [-0.64054, 1.53860, 1.31059], [1.25603, -0.81826, 1.51346], [1.42639, 0.55101, 0.78594], [-0.41480, -1.71466, -0.20340], [1.48966, 0.06212, -2.00732], [-0.56463, -0.48941, -3.12315], [-0.68331, -1.98014, -2.43760], [0.37566, -1.79381, -3.58875], [2.33177, 3.02259, 0.00260], [1.00427, 3.67763, -0.03045], [1.43954, 2.83462, -0.27203]]
}